1.
Here is a structure of composition C26H27N7O4Tl from the OMol25 dataset. Energies are from ωB97M-V/def2-TZVPD.

For the energy above the lowest of the compared OMol25 structures with the same formula, charge and spin, the calculation gives 0.311 eV. For the largest force on an atom, the calculation gives 0.3 eV/A. As for the HOMO energy: -5.47 eV. Its total charge is -1.

Each line ends with the Mulliken charge.
Atoms and positions in Å:
Tl 0.075 0.156 -0.160  0.8797
N 0.779 0.398 2.533  -0.1358
C -0.106 0.207 3.676  -0.7753
C -1.355 1.074 3.531  -0.8267
N -1.996 0.960 2.224  0.9337
C -3.433 1.157 2.274  -0.9446
C -4.088 1.128 0.895  -0.6656
N -3.616 0.017 0.077  -0.3231
H 1.685 -0.024 2.699  0.1532
H 0.924 1.396 2.358  0.2034
H 0.365 0.499 4.625  0.3245
H -0.371 -0.851 3.748  0.3059
H -1.066 2.114 3.736  0.3245
H -2.070 0.777 4.303  0.4307
H -1.585 1.644 1.597  -0.7190
H -3.708 2.116 2.742  0.3187
H -3.862 0.364 2.899  0.5140
H -3.852 2.058 0.371  0.2254
H -5.174 1.106 1.059  0.3852
H -4.125 -0.034 -0.795  0.2091
H -3.720 -0.869 0.556  0.1331
O 3.354 -6.297 -3.036  -0.7351
C 3.852 -5.171 -3.210  0.5337
O 4.789 -4.788 -3.931  -0.7320
C 3.185 -4.039 -2.366  -0.3131
C 2.155 -4.334 -1.490  -0.7754
C 1.588 -3.309 -0.737  0.6950
N 1.930 -2.032 -0.913  -0.1170
C 2.880 -1.734 -1.798  0.9690
C 3.574 -2.719 -2.497  -0.8296
C 3.155 -0.287 -2.029  0.2179
C 3.809 0.147 -3.181  -0.8071
C 4.036 1.501 -3.358  -0.3036
C 3.598 2.394 -2.392  -0.8133
C 2.936 1.882 -1.286  -0.0906
N 2.726 0.581 -1.109  -0.2308
C 0.551 -3.594 0.295  0.3533
C 0.307 -4.897 0.739  -0.8697
C -0.683 -5.117 1.677  -0.3617
C -1.404 -4.037 2.168  -1.1268
C -1.088 -2.777 1.688  -0.1316
N -0.139 -2.561 0.782  0.1601
H 1.821 -5.361 -1.445  0.4396
H 4.412 -2.504 -3.147  0.4883
H 4.117 -0.564 -3.935  0.2984
H 4.540 1.857 -4.247  0.4170
H 3.759 3.458 -2.497  0.3860
H 2.532 2.531 -0.514  0.4792
H 0.891 -5.721 0.357  0.3102
H -0.893 -6.120 2.026  0.4075
H -2.180 -4.168 2.910  0.4257
H -1.609 -1.886 2.028  0.5444
O -0.620 4.359 2.092  -0.7745
C -0.350 3.642 1.119  0.0178
O 0.517 2.730 1.039  -0.5658
C -1.206 3.886 -0.133  0.6037
C -1.683 5.167 -0.403  -0.6156
C -2.431 5.377 -1.546  -0.3302
C -2.715 4.296 -2.371  -0.6043
C -2.230 3.053 -2.003  -0.5450
N -1.484 2.849 -0.920  0.2554
H -1.460 5.962 0.295  0.4839
H -2.800 6.366 -1.792  0.3972
H -3.298 4.415 -3.275  0.3988
H -2.439 2.171 -2.601  0.4395

2.
Here is a structure of composition C26H28As2N3O9PdS6 from the OMol25 dataset. Energies are from ωB97M-V/def2-TZVPD.

For the energy above the lowest of the compared OMol25 structures with the same formula, charge and spin, the calculation gives 0.000 eV. For the largest force on an atom, the calculation gives 1.9 eV/A. As for the HOMO energy (alpha / beta): -10.60 / -10.27 eV. Its total charge is +1.

Each line ends with the Mulliken charge.
Atoms and positions in Å:
Pd -0.091 0.371 1.020  1.0847
N 2.064 0.003 4.770  -0.4428
C 1.604 0.297 3.529  0.7474
S 0.328 -0.750 2.931  -0.5261
N 2.131 1.301 2.919  -1.1880
N 1.601 1.498 1.657  1.0226
C 1.917 2.625 1.132  -0.9182
C 1.384 3.206 -0.072  1.0358
C 1.779 4.525 -0.366  -0.8599
C 1.283 5.196 -1.456  -0.8733
C 0.369 4.550 -2.293  -0.7435
C -0.052 3.272 -2.009  -0.3250
C 0.459 2.571 -0.904  0.3374
O 0.090 1.303 -0.750  -0.7269
H 1.618 -0.699 5.331  0.1980
H 2.732 0.622 5.194  0.2195
H 2.606 3.234 1.714  0.3933
H 2.490 5.009 0.292  0.4494
H 1.584 6.213 -1.659  0.4367
H 0.004 5.055 -3.178  0.4536
H -0.757 2.750 -2.643  0.5067
C 1.964 -3.856 1.875  -0.2654
S 2.317 -4.307 0.161  -0.0548
C 2.618 -2.751 -0.585  -0.0427
C 1.811 -1.636 -0.691  0.3034
S 0.204 -1.653 -0.198  -0.4439
S 2.525 -0.281 -1.549  0.1559
C 4.009 -1.038 -2.002  0.0372
S 5.174 -0.326 -2.868  -0.1473
S 4.123 -2.671 -1.390  -0.0761
H 1.514 -4.745 2.310  0.3746
H 1.262 -3.029 1.933  -0.2391
H 2.891 -3.620 2.391  0.2770
C -2.875 0.157 4.457  -0.3608
O -3.220 -0.891 3.517  -0.3493
C -3.257 -0.667 2.211  -0.4489
O -3.029 -1.566 1.433  -0.6020
C -3.543 0.699 1.643  0.9724
C -4.524 1.526 2.004  1.0664
As -4.647 3.530 1.738  0.2357
C -6.522 3.720 1.273  -1.2191
C -3.706 3.259 0.033  0.2403
C -2.468 2.810 0.286  0.3328
As -2.280 0.891 0.084  1.5780
C -3.383 0.066 -1.247  -1.4890
C -1.665 3.233 1.491  -0.2999
O -1.062 2.440 2.193  -0.4723
O -1.644 4.537 1.649  -0.3221
C -0.968 5.012 2.833  -0.7498
C -4.410 2.902 -1.245  0.2402
O -5.561 2.560 -1.329  -0.5616
O -3.578 3.038 -2.278  -0.1389
C -4.143 2.820 -3.588  -0.8693
C -5.587 1.216 3.032  -0.4790
O -5.716 1.951 3.977  -0.5590
O -6.429 0.203 2.860  -0.3339
C -6.502 -0.596 1.665  -0.3625
H -3.752 0.701 4.783  0.3016
H -2.138 0.830 4.019  0.0394
H -2.437 -0.365 5.303  0.2641
H -7.082 3.567 2.195  0.3801
H -6.842 3.039 0.494  0.3382
H -6.669 4.749 0.947  0.4815
H -4.411 0.401 -1.144  0.5121
H -3.294 -0.997 -1.024  0.4845
H -2.988 0.262 -2.243  0.4201
H -1.053 6.092 2.795  0.3100
H 0.074 4.700 2.819  0.2668
H -1.461 4.616 3.719  0.3317
H -3.321 2.488 -4.216  0.2799
H -4.543 3.761 -3.960  0.3028
H -4.933 2.075 -3.550  0.4076
H -6.936 -1.541 1.976  0.2613
H -5.531 -0.774 1.216  0.1464
H -7.160 -0.105 0.950  0.2635

3.
Here is a structure of composition C26H28BN6Sc from the OMol25 dataset. Energies are from ωB97M-V/def2-TZVPD.

For the energy above the lowest of the compared OMol25 structures with the same formula, charge and spin, the calculation gives 0.000 eV. For the largest force on an atom, the calculation gives 0.5 eV/A. As for the HOMO energy (alpha / beta): -7.10 / -5.50 eV. Its total charge is 0.

Each line ends with the Mulliken charge.
Atoms and positions in Å:
Sc -0.104 1.207 -0.017  -0.3398
B -2.062 3.434 1.332  0.3599
N -2.499 2.026 1.842  -0.2542
C -3.569 1.697 2.569  -0.1945
C -3.642 0.317 2.659  -1.3475
C -2.541 -0.126 1.932  -0.5155
N -1.858 0.911 1.434  0.7240
N -0.591 3.685 1.775  -0.3616
C -0.077 4.525 2.675  -0.1470
C 1.305 4.402 2.665  -1.1667
C 1.555 3.435 1.697  -0.1431
N 0.404 3.013 1.163  0.1613
H -2.771 4.259 1.834  -0.1515
H -2.082 3.419 0.125  -0.1546
H -4.205 2.466 2.970  0.4346
H -4.378 -0.273 3.173  0.4511
H -2.213 -1.135 1.743  0.6736
H -0.726 5.156 3.257  0.4624
H 2.018 4.939 3.263  0.3979
H 2.491 3.022 1.355  0.5133
C 3.079 1.542 -3.097  -0.9322
C 3.956 0.478 -2.790  -0.5204
C 3.699 -0.308 -1.705  -1.0115
C 2.568 -0.050 -0.893  0.3111
N 1.724 0.980 -1.203  0.6848
C 1.995 1.734 -2.289  -0.4243
C 2.218 -0.808 0.267  1.1802
C 3.008 -1.866 0.780  -1.3235
C 2.656 -2.487 1.941  -0.3419
C 1.501 -2.055 2.630  -1.1940
C 0.758 -1.050 2.079  -0.2656
N 1.059 -0.437 0.910  0.5003
H 3.239 2.181 -3.953  0.4492
H 4.819 0.281 -3.412  0.4332
H 4.356 -1.131 -1.468  0.3727
H 1.270 2.513 -2.499  0.4789
H 3.901 -2.170 0.254  0.3340
H 3.263 -3.292 2.333  0.4275
H 1.201 -2.496 3.569  0.4239
H -0.130 -0.685 2.576  0.7070
C -2.092 -1.167 -1.886  -1.5292
C -2.262 0.251 -2.454  2.9864
C -3.708 0.703 -2.205  -2.1415
C -1.343 1.237 -1.768  -0.6483
C -1.903 0.214 -3.938  -0.4843
C -0.572 -0.014 -4.295  0.1373
C -0.180 -0.053 -5.622  -0.8484
C -1.114 0.137 -6.631  -0.4311
C -2.437 0.364 -6.294  -0.7549
C -2.828 0.403 -4.960  -0.3412
H -2.339 -1.175 -0.825  0.2313
H -1.064 -1.515 -2.008  0.2972
H -2.750 -1.878 -2.390  0.4109
H -3.890 0.742 -1.130  0.2768
H -4.432 0.010 -2.643  0.4849
H -3.890 1.700 -2.611  0.4517
H -1.373 2.199 -2.306  0.5210
H 0.165 -0.151 -3.512  0.1594
H 0.860 -0.229 -5.870  0.3991
H -0.811 0.108 -7.670  0.3791
H -3.177 0.517 -7.070  0.3771
H -3.867 0.588 -4.724  0.3750